No. 1
Formula: C33H28BCl2N4O8S2W
Source: the Open Molecules 2025 dataset
Level of theory: ωB97M-V with the def2-TZVPD basis set

CARTESIAN COORDINATES (ANGSTROEM)
W  -0.34653  -1.09798  -0.90083
O  -1.76915  -2.44474  -6.83520
C  -1.49472  -2.19359  -5.53576
C  -2.48264  -2.17638  -4.55551
C  -2.10506  -1.90559  -3.26252
N  -0.83936  -1.66821  -2.93195
C  0.10894  -1.68850  -3.86818
C  -0.16907  -1.95081  -5.18798
C  1.46382  -1.41418  -3.28300
O  2.46209  -1.38227  -3.97461
O  1.39072  -1.23562  -2.00327
C  -3.02847  -1.85270  -2.07523
O  -4.20970  -2.09736  -2.18479
O  -2.38321  -1.55191  -0.99517
H  -2.71865  -2.56482  -6.94670
H  -3.52953  -2.35952  -4.76225
H  0.62857  -1.95950  -5.91615
C  -0.73764  4.18826  0.73061
C  -1.45905  3.99766  2.06622
C  -0.59932  4.62142  3.17477
C  -2.81083  4.72048  1.99318
C  -1.69323  2.52308  2.38642
C  -2.28731  2.15846  3.60933
C  -2.47088  0.84159  3.97938
C  -2.05874  -0.15075  3.09792
S  -2.03150  -1.87801  3.29074
C  -1.27825  -2.03579  1.75114
N  -1.12877  -0.90280  1.11376
C  -1.51402  0.19271  1.86431
C  -1.31778  1.52458  1.50761
C  -0.74578  -3.25136  1.15927
C  -0.78545  -4.48650  1.79893
C  -0.17780  -5.57435  1.19733
C  0.46669  -5.41199  -0.02501
C  0.50031  -4.17469  -0.65265
C  -0.10332  -3.05371  -0.08105
H  -0.56489  5.25397  0.56605
H  -1.32635  3.82186  -0.11154
H  0.23177  3.68464  0.71428
H  -0.40372  5.67179  2.94670
H  0.35898  4.10400  3.25514
H  -1.09098  4.57502  4.14812
H  -2.65591  5.78232  1.78778
H  -3.36628  4.63407  2.92922
H  -3.42193  4.30513  1.19040
H  -2.59544  2.93402  4.29931
H  -2.90421  0.59229  4.93914
H  -0.85908  1.74802  0.55602
H  -1.27024  -4.59543  2.76279
H  -0.19052  -6.54180  1.68282
H  0.95968  -6.25911  -0.48769
H  1.02895  -4.08014  -1.59398
Cl  3.27192  -4.92757  -3.36769
C  4.31432  -3.61441  -2.75186
Cl  3.95530  -3.21782  -1.07636
H  4.11243  -2.74224  -3.36118
H  5.33682  -3.96363  -2.83074
B  -2.50098  2.97518  -2.72235
C  -1.72693  1.73278  -2.13260
N  -1.17743  0.81951  -1.68446
H  -1.67663  3.81670  -3.00360
H  -3.25450  3.35734  -1.85012
H  -3.10971  2.58997  -3.69715
O  1.53850  1.62217  -0.70723
C  1.88634  0.87379  0.18131
N  1.39473  -0.39260  0.44925
S  2.08364  -1.04054  1.79719
O  2.90480  -2.18738  1.52332
O  1.12964  -1.18167  2.86905
C  3.12096  0.33648  2.14329
C  4.01298  0.50393  3.18407
C  4.69956  1.70953  3.23502
C  4.48912  2.69625  2.27290
C  3.58913  2.50175  1.23540
C  2.90803  1.29734  1.18747
H  4.16610  -0.26785  3.92630
H  5.40759  1.88739  4.03449
H  5.03817  3.62691  2.34061
H  3.41090  3.25340  0.47798

Cartesian forces, eV/Å:
0.43 0.16 0.52
0.01 0.00 0.02
-0.03 -0.01 -0.08
0.00 0.01 0.03
0.08 0.03 0.02
-0.12 -0.14 -0.13
-0.10 -0.08 0.02
0.05 0.02 0.05
0.08 0.15 -0.02
0.01 -0.09 0.06
0.04 0.12 -0.21
-0.07 -0.02 0.02
0.00 0.00 0.00
0.03 -0.01 0.01
0.00 0.00 0.00
0.00 0.00 -0.01
0.00 0.00 -0.01
0.02 -0.01 0.02
-0.01 0.02 -0.02
0.00 0.00 0.00
0.00 0.00 0.00
0.03 -0.03 -0.03
0.00 -0.01 0.02
-0.01 0.03 0.02
0.01 -0.01 -0.06
0.03 -0.01 0.01
-0.15 0.12 -0.04
-0.08 -0.14 0.05
0.01 0.06 0.04
-0.02 0.00 0.02
0.03 -0.10 -0.03
0.02 0.01 -0.03
-0.01 0.01 0.02
0.02 -0.01 -0.03
-0.01 0.00 0.02
-0.06 -0.12 0.03
0.00 0.01 0.00
-0.01 -0.02 -0.01
-0.01 0.00 -0.01
0.00 0.01 0.00
0.01 0.00 -0.01
0.00 0.00 0.00
0.00 0.01 0.00
0.00 0.00 0.00
0.00 0.00 0.00
-0.01 -0.01 0.01
0.00 0.00 0.00
-0.01 0.01 -0.02
-0.01 0.00 0.01
0.00 0.00 0.00
0.00 0.00 0.00
0.00 0.00 -0.01
-0.03 -0.02 -0.01
-0.02 -0.02 0.03
0.06 -0.04 -0.03
0.01 0.04 0.00
0.00 0.04 0.01
0.03 -0.01 0.04
-0.02 -0.05 0.01
0.38 -0.07 0.11
0.02 0.02 -0.01
-0.02 0.01 0.02
-0.02 -0.01 -0.03
-0.24 -0.32 -0.18
0.06 0.07 0.25
-0.38 0.57 -0.50
-0.04 -0.22 0.12
-0.11 -0.01 -0.18
-0.03 0.02 -0.04
0.02 0.07 -0.02
0.02 0.01 0.02
0.00 -0.04 0.03
0.01 0.04 -0.01
-0.01 -0.02 -0.02
0.16 -0.02 0.10
-0.01 -0.01 0.00
0.00 0.00 0.00
0.00 0.00 0.00
-0.01 0.00 -0.01

Summary:
HOMO energy (alpha / beta) (eV): -5.14 / -6.18
LUMO (alpha / beta) (eV): 2.134 / 1.552
Gap between HOMO and LUMO (alpha / beta) (eV): 7.27 / 7.73
2S+1: 3
Charge: -1



No. 2
Formula: C5H13NSi
Source: the Open Molecules 2025 dataset
Level of theory: ωB97M-V with the def2-TZVPD basis set

CARTESIAN COORDINATES (ANGSTROEM)
C  -1.78598  -1.34440  0.60960
C  -1.39263  -0.73529  1.75758
C  -0.87846  -1.83836  -0.48803
C  -2.34367  -0.37446  2.86140
C  3.79972  -0.17100  -1.87613
N  0.19068  1.50011  1.48243
Si  0.39249  -0.15937  1.77001
H  -2.87363  -1.50818  0.45881
H  -0.64604  -1.08766  -1.41105
H  0.12142  -2.01969  -0.02938
H  -1.37680  -2.75134  -0.88343
H  -1.98782  0.57523  3.44621
H  -3.28349  -0.30627  2.37421
H  -2.46171  -1.02746  3.74231
H  2.86760  -0.44665  -2.32795
H  3.98324  -0.83833  -1.10764
H  3.74032  0.79270  -1.40682
H  0.88690  2.19487  1.35675
H  -0.68994  1.80722  1.63335
H  4.63135  -0.12012  -2.60198

Cartesian forces, eV/Å:
-0.59 0.88 0.88
0.23 -0.44 -0.71
0.57 1.17 -1.36
1.15 1.35 1.53
0.54 1.20 -1.31
1.94 -1.72 -0.12
1.48 -0.89 -0.03
0.58 -0.11 0.10
-0.92 -1.61 2.15
-0.58 -0.37 -0.61
0.89 0.47 0.00
-0.97 -1.09 -1.50
-1.29 0.66 0.16
0.34 -0.55 -0.73
-0.41 0.07 -0.45
0.66 -1.57 1.40
-0.30 0.62 0.07
0.47 0.39 0.07
-3.29 1.84 0.14
-0.50 -0.31 0.30

Summary:
HOMO energy (eV): -7.68
LUMO (eV): 0.604
Gap between HOMO and LUMO (eV): 8.28
2S+1: 1
Charge: 0



No. 3
Formula: C7H19Ag3FO6P
Source: the Open Molecules 2025 dataset
Level of theory: ωB97M-V with the def2-TZVPD basis set

CARTESIAN COORDINATES (ANGSTROEM)
Ag  -8.00713  18.93006  23.87257
Ag  -11.66059  19.65120  25.09821
Ag  -10.70434  16.93782  22.91783
F  -10.21540  19.18905  23.24614
C  -8.13492  17.56104  19.10362
O  -8.13940  18.57532  18.10288
P  -7.93936  20.10905  18.49375
O  -7.04773  20.30965  19.63282
O  -7.61214  20.76306  17.14649
C  -6.30744  20.60711  16.50210
O  -9.40149  20.67892  18.69051
C  -10.06523  20.34633  19.88161
H  -7.60623  16.68168  18.74163
H  -9.17984  17.28600  19.28366
H  -7.62179  17.89970  20.00728
H  -5.55813  20.28937  17.22158
H  -6.10097  21.56284  16.04321
H  -6.41350  19.83082  15.74817
H  -10.85215  19.61559  19.66622
H  -10.52128  21.22799  20.32904
H  -9.35406  19.92577  20.59874
C  -14.34500  19.61133  26.73342
O  -13.83700  20.60385  25.84848
C  -13.60775  21.83799  26.52504
C  -12.82344  22.77832  25.62629
O  -11.79703  22.02800  25.01991
C  -11.19482  22.62133  23.87876
H  -15.36674  19.85808  27.02346
H  -13.73173  19.51037  27.63808
H  -14.30641  18.63991  26.23961
H  -13.01034  21.67419  27.43077
H  -14.58187  22.25938  26.77687
H  -12.51908  23.64125  26.22153
H  -13.49515  23.12753  24.83026
H  -10.55088  23.45649  24.16345
H  -11.96565  23.01560  23.20879
H  -10.62066  21.86660  23.34567

Cartesian forces, eV/Å:
-0.15 0.44 -0.35
-0.51 0.81 -0.16
-0.07 0.50 -0.25
0.33 -1.13 0.63
-0.12 -0.01 -0.17
0.27 -0.36 0.25
-0.28 -0.18 -0.33
0.25 -0.22 0.72
0.57 0.38 -0.73
-0.67 -0.40 0.06
-0.11 0.36 -0.18
-0.28 -0.36 0.42
-0.01 0.08 -0.23
0.10 -0.07 0.24
-0.12 0.09 0.02
0.10 0.29 0.09
0.25 0.07 0.03
-0.01 0.08 -0.08
0.04 0.05 0.03
0.04 0.11 -0.15
-0.11 0.00 0.17
-0.17 -0.27 0.43
0.93 -0.56 -0.10
0.30 0.14 0.07
-1.60 -0.22 -0.51
0.88 -0.43 0.23
-0.14 0.75 -0.23
-0.03 -0.15 0.01
-0.04 0.28 -0.03
-0.27 0.14 -0.24
-0.25 -0.21 0.08
0.13 0.23 0.19
0.49 -0.06 -0.14
0.14 0.11 0.05
0.06 -0.09 0.04
0.02 -0.11 0.00
0.03 -0.08 0.10

Summary:
HOMO energy (eV): -15.02
LUMO (eV): -9.600
Gap between HOMO and LUMO (eV): 5.42
2S+1: 1
Charge: +2



No. 4
Formula: C3HFLiO2
Source: the Open Molecules 2025 dataset
Level of theory: ωB97M-V with the def2-TZVPD basis set

CARTESIAN COORDINATES (ANGSTROEM)
F  0.88228  1.73260  -0.21018
O  1.18666  -0.51949  -0.18680
C  0.36607  -1.42884  -0.53431
C  0.53572  0.62355  0.42365
O  -0.83616  -1.08482  0.25586
C  -0.89556  0.19163  0.45280
Li  -2.80425  1.01213  -0.45748
H  0.60662  0.69108  1.57389

Cartesian forces, eV/Å:
0.04 -0.15 0.11
0.57 0.76 -0.42
0.96 -0.80 1.01
-1.00 -0.34 1.56
-1.30 0.49 -0.87
-0.46 0.05 -0.61
0.10 -0.04 0.45
1.09 0.03 -1.22

Summary:
HOMO energy (eV): -15.01
LUMO (eV): -5.799
Gap between HOMO and LUMO (eV): 9.21
2S+1: 1
Charge: +1



Across the entries above, calculated total energy takes the values -106240.3986, -14761.7218, -43839.0426, -10132.9803 eV, respectively.
Across the entries above, energy relative to the best compared isomer or geometry (same formula, charge and spin) takes the values 0.0, 225.6, 0.6, 177.2 kJ/mol, respectively.